DFT (ωB97M-V/def2-TZVPD) results for a cluster of 11 separate species, C40H88F18N5O23S6 in total.

Computed properties:
total charge = -1
maximum force = 3.236 eV/Å
highest occupied orbital energy = -0.2719 hartree
energy relative to the best compared isomer or geometry (same formula, charge and spin) = 0.0 kJ/mol
DFT total energy = -211374.4141 eV
frontier orbital gap = 8.5 eV

Each atom is followed by the atoms it is bonded to, with distances in Å.
Geometry (Å):
1 H 7.1909 -2.2842 -0.4475  C155 1.118
2 H -2.8452 2.2199 0.4899  C151 1.073
3 O -1.3470 -3.4354 1.0928  S144 1.450
4 C 1.2714 -0.6004 1.2279  H16 1.124, C94 1.556, H138 1.095, H174 1.088
5 C -8.7994 -2.0505 -1.1494  H60 1.083, N65 1.511, H76 1.055, H80 1.123
6 C -0.0122 2.3490 -7.2039  F55 1.395, F78 1.325, F98 1.309, S180 1.885
7 H -1.0548 5.4471 -2.8400  C86 1.051
8 O -5.5222 1.4240 -0.3109  S39 1.437
9 C 8.5125 0.7457 0.1130  C25 1.518, H32 1.126, H34 1.079, N137 1.556
10 C 5.8787 0.8062 1.8574  H14 1.117, H107 1.118, C112 1.539, H136 1.102
11 F 4.6702 -6.1054 -1.6102  C42 1.342
12 O -3.8130 -3.1325 1.2029  S144 1.421
13 H 8.8045 2.6021 -0.9313  C25 1.085
14 H 5.2707 0.1608 2.5365  C10 1.117
15 H 6.6815 1.9941 -1.7804  C159 1.078
16 H 0.6671 -1.5445 1.1466  C4 1.124
17 C -2.5377 -1.5031 -1.4123  O58 1.403, H59 1.082, H123 1.114, H125 1.099
18 H 1.0436 -1.3931 -2.5730  C146 1.114
19 O 2.7815 -0.4600 5.9947  S72 1.422
20 H -9.1609 -4.3146 0.0242  C40 1.087
21 O 4.3628 3.9126 -2.0667  S113 1.473
22 H -0.8160 4.6242 2.2247  C79 1.109
23 H -1.6912 -3.4882 4.5586  C127 1.087
24 F -6.7934 0.9247 -3.7970  C148 1.367
25 C 9.3306 1.6658 -0.7755  C9 1.518, H13 1.085, H56 1.115, H142 1.115
26 C 2.8673 1.2739 7.7225  F46 1.330, S72 1.864, F132 1.354, F168 1.331
27 O -7.8234 1.1301 -1.0712  S39 1.454
28 H 9.8742 -3.6292 -1.8878  C47 1.091
29 H 0.8303 1.8566 0.1895  C109 1.072
30 C -2.6919 -5.5115 0.4711  F73 1.350, F74 1.338, F117 1.371, S144 1.936
31 H 3.6500 -0.6048 -2.2228  C135 1.128
32 H 8.9589 -0.2880 0.1178  C9 1.126
33 H 2.5315 -3.6382 5.0556  C129 1.136
34 H 8.3970 1.1745 1.0962  C9 1.079
35 O -1.5781 3.8202 0.4858  C79 1.436, C151 1.408
36 H -8.7361 0.2688 1.9795  C162 1.078
37 H 3.7557 0.7837 -3.3536  C135 1.091
38 N -2.5925 4.2923 -2.2038  C68 1.529, C86 1.481, C104 1.532, C105 1.563
39 S -6.5029 1.6827 -1.3290  O8 1.437, O27 1.454, C148 1.895, O166 1.470
40 C -9.2186 -3.4442 0.6723  H20 1.087, N65 1.497, H97 1.106, H143 1.081
41 H 6.6414 2.5562 -0.0551  C159 1.098
42 C 4.9126 -4.8136 -1.8792  F11 1.342, F48 1.344, S131 1.884, F153 1.320
43 H 5.3174 -0.5400 0.2724  C112 1.086
44 H -5.0392 4.6416 -0.7093  C134 1.100
45 H -1.7610 3.1490 2.4916  C79 1.132
46 F 3.9590 1.6765 7.0783  C26 1.330
47 C 9.4882 -3.1094 -1.0101  H28 1.091, H64 1.125, O82 1.390, H145 1.102
48 F 4.5413 -4.5416 -3.1416  C42 1.344
49 O 4.9553 -4.2728 0.6316  S131 1.436
50 H 0.0225 -1.6866 4.1999  C128 1.108
51 C -6.9041 -3.1998 -0.1523  N65 1.513, H67 1.135, H103 1.104, H164 1.058
52 C 0.2653 -5.0685 3.8733  N62 1.530, H63 1.062, H118 1.123, H158 1.058
53 H -3.0519 6.2766 -2.4965  C105 1.090
54 F 2.9629 6.6709 -1.6845  C157 1.342
55 F 0.0633 3.7259 -6.9942  C6 1.395
56 H 9.5377 1.3136 -1.8129  C25 1.115
57 H -0.5993 3.7372 -2.7654  C86 1.095
58 O -1.9275 -0.2756 -1.7111  C17 1.403, C139 1.445
59 H -1.7676 -2.2136 -1.1439  C17 1.082
60 H -8.0590 -1.3543 -1.5226  C5 1.083
61 H -0.5681 0.8011 -0.0580  C109 1.103
62 N 0.3703 -3.7431 4.6309  C52 1.530, C127 1.533, C128 1.536, C129 1.464
63 H 0.9388 -5.0658 3.0517  C52 1.062
64 H 8.6610 -3.7098 -0.5396  C47 1.125
65 N -8.1940 -2.4762 0.1674  C5 1.511, C40 1.497, C51 1.513, C163 1.470
66 H -0.5757 0.4942 -3.2573  C139 1.123
67 H -6.1397 -2.4970 -0.6118  C51 1.135
68 C -3.0524 3.8799 -3.6020  N38 1.529, H96 1.127, C171 1.539, H173 1.115
69 O 2.8159 -3.9615 -0.4685  S131 1.416
70 O 1.3513 -0.8191 7.9483  S72 1.459
71 F 1.5038 5.1310 -1.5493  C157 1.338
72 S 2.6812 -0.5546 7.4100  O19 1.422, C26 1.864, O70 1.459, O178 1.435
73 F -2.0301 -6.5191 1.0791  C30 1.350
74 F -3.8781 -5.9416 0.0255  C30 1.338
75 H -2.3169 2.1827 -1.8404  C104 1.117
76 H -9.7141 -1.5884 -0.8992  C5 1.055
77 H -5.2957 6.3151 -1.1423  C134 1.108
78 F 1.0446 2.0549 -7.9471  C6 1.325
79 C -1.7348 4.1046 1.8844  H22 1.109, O35 1.436, H45 1.132, H91 1.094
80 H -8.7840 -3.0124 -1.7289  C5 1.123
81 H 2.5192 -1.0368 -0.5519  C94 1.100
82 O 8.9733 -1.8632 -1.3472  C47 1.390, C155 1.455
83 O 1.1324 0.6819 -5.4981  S180 1.443
84 H -2.2361 -2.9068 6.8399  C147 1.120
85 H -7.2447 -0.7278 0.6782  C163 1.091
86 C -1.1382 4.5596 -2.2826  H7 1.051, N38 1.481, H57 1.095, H160 1.089
87 H 2.6713 0.6594 0.1673  C94 1.106
88 C 2.0098 1.0834 -2.1376  N101 1.517, H110 1.064, H116 1.096, C135 1.544
89 O -1.2372 0.3944 -6.0947  S180 1.438
90 H -3.9344 2.7510 -1.6210  C104 1.079
91 H -2.5877 4.7527 2.1084  C79 1.094
92 H 7.6720 0.2004 -2.3002  C177 1.105
93 O 3.0612 3.2809 -0.0114  S113 1.492
94 C 2.0037 -0.1862 -0.0813  C4 1.556, H81 1.100, H87 1.106, N101 1.496
95 H -0.1313 2.0111 -1.3087  C109 1.077
96 H -2.4754 2.9369 -3.8198  C68 1.127
97 H -9.0396 -3.6752 1.7394  C40 1.106
98 F -1.0476 2.2181 -7.9935  C6 1.309
99 H 1.5597 -4.8592 6.0016  C129 1.113
100 H 5.2764 1.6496 -0.8546  C159 1.096
101 N 1.1160 0.3348 -1.1676  C88 1.517, C94 1.496, C109 1.464, C146 1.491
102 H -2.8214 5.7167 -0.8020  C105 1.071
103 H -7.1324 -3.9504 -0.9294  C51 1.104
104 C -2.9127 3.0229 -1.4076  N38 1.532, H75 1.117, H90 1.079, C151 1.494
105 C -3.3510 5.5708 -1.7215  N38 1.563, H53 1.090, H102 1.071, C134 1.496
106 H -3.5801 3.8289 0.4599  C151 1.092
107 H 6.7748 1.2478 2.3600  C10 1.118
108 H 7.2053 -2.3730 -2.2944  C155 1.092
109 C 0.2529 1.3454 -0.5544  H29 1.072, H61 1.103, H95 1.077, N101 1.464
110 H 2.5005 1.8292 -1.5579  C88 1.064
111 O 4.8320 4.9220 0.1782  S113 1.432
112 C 6.2344 -0.1537 0.7079  C10 1.539, H43 1.086, N137 1.520, H149 1.123
113 S 3.9120 4.2847 -0.7144  O21 1.473, O93 1.492, O111 1.432, C157 1.879
114 H -3.0468 4.3177 -5.5929  C171 1.082
115 H -3.1816 5.8539 -4.7143  C171 1.111
116 H 1.2975 1.3826 -2.9155  C88 1.096
117 F -1.8838 -5.1880 -0.5878  C30 1.371
118 H -0.8031 -5.1470 3.5350  C52 1.123
119 F 2.2358 6.0579 0.2508  C157 1.331
120 F -5.8955 -0.7075 -2.6399  C148 1.363
121 H -0.9561 -1.2448 -3.3335  C139 1.119
122 O -2.6415 -4.3156 2.9433  S144 1.479
123 H -3.3159 -1.3787 -0.6253  C17 1.114
124 H -9.6858 -1.1284 2.3371  C162 1.122
125 H -3.1610 -1.8467 -2.2497  C17 1.099
126 O -10.0091 -0.1838 0.4237  C162 1.451, H179 0.978
127 C -0.9840 -3.7284 5.3480  H23 1.087, N62 1.533, C147 1.539, H165 1.058
128 C 0.4096 -2.5645 3.6460  H50 1.108, N62 1.536, H156 1.097, H167 1.147
129 C 1.5213 -3.8523 5.5296  H33 1.136, N62 1.464, H99 1.113, H154 1.085
130 H -1.5838 4.8816 -4.8034  C171 1.104
131 S 4.2169 -3.7542 -0.4858  C42 1.884, O49 1.436, O69 1.416, O141 1.498
132 F 3.0731 1.6114 9.0171  C26 1.354
133 F -4.6984 0.8881 -3.3152  C148 1.334
134 C -4.8172 5.3798 -1.4938  H44 1.100, H77 1.108, C105 1.496, H176 1.085
135 C 3.0533 0.1583 -2.8003  H31 1.128, H37 1.091, C88 1.544, H152 1.090
136 H 5.1761 1.6043 1.5665  C10 1.102
137 N 7.0555 0.5150 -0.3828  C9 1.556, C112 1.520, C159 1.491, C177 1.521
138 H 2.0122 -0.8915 1.9803  C4 1.095
139 C -0.8078 -0.3983 -2.6167  O58 1.445, H66 1.123, H121 1.119, C146 1.587
140 H -0.0430 -1.1124 6.7496  O172 0.974
141 O 4.6407 -2.3501 -0.7897  S131 1.498
142 H 10.3098 1.8872 -0.2892  C25 1.115
143 H -10.1715 -2.9472 0.5570  C40 1.081
144 S -2.6543 -3.8889 1.5268  O3 1.450, O12 1.421, C30 1.936, O122 1.479
145 H 10.2415 -2.9368 -0.2250  C47 1.102
146 C 0.4655 -0.8551 -1.7877  H18 1.114, N101 1.491, C139 1.587, H150 1.101
147 C -1.1511 -2.8155 6.5762  H84 1.120, C127 1.539, H170 1.115, O172 1.426
148 C -5.9036 0.6463 -2.7977  F24 1.367, S39 1.895, F120 1.363, F133 1.334
149 H 6.8620 -0.9702 1.1555  C112 1.123
150 H 0.1765 -1.4944 -0.9392  C146 1.101
151 C -2.7737 3.2046 0.0693  H2 1.073, O35 1.408, C104 1.494, H106 1.092
152 H 2.5530 -0.4935 -3.5172  C135 1.090
153 F 6.2274 -4.6933 -1.8877  C42 1.320
154 H 1.5506 -3.1382 6.3465  C129 1.085
155 C 7.5205 -1.8174 -1.4087  H1 1.118, O82 1.455, H108 1.092, C177 1.514
156 H 1.4394 -2.3718 3.3197  C128 1.097
157 C 2.6000 5.6091 -0.9484  F54 1.342, F71 1.338, S113 1.879, F119 1.331
158 H 0.5162 -5.9364 4.4240  C52 1.058
159 C 6.3620 1.7756 -0.7743  H15 1.078, H41 1.098, H100 1.096, N137 1.491
160 H -0.8525 4.6710 -1.2381  C86 1.089
161 O -0.5086 2.1585 -4.5832  S180 1.444
162 C -9.1398 -0.6104 1.5047  H36 1.078, H124 1.122, O126 1.451, C163 1.467
163 C -7.9603 -1.4055 1.1470  N65 1.470, H85 1.091, C162 1.467, H169 1.057
164 H -6.5140 -3.6253 0.7339  C51 1.058
165 H -1.2117 -4.7305 5.5994  C127 1.058
166 O -6.4944 3.0671 -1.8230  S39 1.470
167 H -0.3309 -2.7867 2.7988  C128 1.147
168 F 1.8441 1.9853 7.2539  C26 1.331
169 H -7.6405 -1.9838 1.9718  C163 1.057
170 H -0.5404 -3.2144 7.4201  C147 1.115
171 C -2.6847 4.8603 -4.7303  C68 1.539, H114 1.082, H115 1.111, H130 1.104
172 O -0.8093 -1.4664 6.2645  H140 0.974, C147 1.426
173 H -4.1061 3.5681 -3.4104  C68 1.115
174 H 0.5395 0.0922 1.6385  C4 1.088
175 H 6.0698 -0.4173 -1.9737  C177 1.049
176 H -5.3993 5.0057 -2.3290  C134 1.085
177 C 7.0514 -0.3918 -1.6042  H92 1.105, N137 1.521, C155 1.514, H175 1.049
178 O 3.7419 -1.2724 8.0578  S72 1.435
179 H -9.4979 0.5788 0.0867  O126 0.978
180 S -0.1761 1.2670 -5.6688  C6 1.885, O83 1.443, O89 1.438, O161 1.444